i:
This record from the Open Molecules 2025 dataset describes a 2-piece molecular cluster, C4H2O3 overall. The level of theory is wB97M-V/def2-TZVPD.

Cartesian coordinates (Å):
O: -2.68 0.87 0.57
O: -1.86 1.48 -1.54
O: 1.25 0.31 -0.79
C: -2.23 1.17 -0.49
C: 1.26 -1.24 2.33
C: 0.95 -0.83 -0.22
C: 1.00 -1.03 1.10
H: 0.86 -1.71 -0.90
H: 1.46 0.98 -0.07

- Gap between HOMO and LUMO: 9.14 eV

***

ii:
This record from the Open Molecules 2025 dataset describes C4H2O3 as an isolated structure. The level of theory is wB97M-V/def2-TZVPD.

Cartesian coordinates (Å):
O: -0.05 -2.25 -0.19
O: 0.94 1.61 -0.31
O: 2.05 0.76 0.04
C: 0.04 0.67 0.14
C: -1.21 0.31 -0.04
C: 0.59 -1.28 -0.11
C: 1.17 -0.25 0.47
H: -1.94 1.00 -0.44
H: -1.60 -0.57 0.44

- Gap between HOMO and LUMO (alpha / beta): 8.29 / 8.29 eV

***

Structures ranked by computed energy, the most stable listed first: i, ii.